# 1
Entry from the OMol25 dataset: C19H37IN2PtSbSi3 as an isolated structure at a distorted geometry (the ωB97M-V functional and the def2-TZVPD basis).

Calculated values
Electronic energy: -2381.28038 Eh
Lowest unoccupied orbital energy (spin up / spin down): -0.141 / -0.142 Ha
HOMO (spin up / spin down): -0.36452 / -0.36477 hartree
M: 821.52 g/mol
Gap between HOMO and LUMO (spin up / spin down): 6.075 / 6.069 eV
Total charge: +1

Last column: natural (NBO) charge in e.
Element x y z (Å)
Pt: -0.5297 0.5792 0.1478  0.506
N: 1.8420 -0.3609 0.1042  -0.859
C: 2.3359 -0.2039 1.4252  0.217
C: 3.6817 -0.1759 1.7148  -0.230
C: 4.1274 -0.0589 3.0353  -0.184
C: 3.2414 0.0180 4.0760  -0.197
C: 1.8586 0.0364 3.8213  -0.009
C: 0.8918 0.1509 4.8401  -0.111
C: -0.4398 0.1734 4.5104  -0.269
C: -0.8047 0.1126 3.1660  0.085
N: 0.0747 -0.0063 2.1894  -0.552
C: 1.3978 -0.0585 2.4786  0.085
H: 2.5668 -0.1402 -0.5731  0.404
H: 1.5134 -1.3124 -0.0559  0.393
H: 4.4000 -0.2600 0.9112  0.224
H: 5.1869 -0.0400 3.2286  0.232
H: 3.5871 0.0787 5.0967  0.227
H: 1.2080 0.2167 5.8686  0.229
H: -1.2055 0.2449 5.2646  0.236
H: -1.8482 0.1474 2.8715  0.205
I: 1.7292 3.2215 0.2437  0.113
C: -0.3173 2.6755 -0.1166  -0.699
H: -0.5912 3.0480 -1.1045  0.204
H: -0.9132 3.1557 0.6596  0.202
C: -5.3923 0.6851 2.4534  -1.108
Si: -5.3278 0.7731 0.5493  1.383
C: -6.6127 -0.3695 -0.2704  -1.108
C: -5.4022 2.5469 -0.1373  -1.107
Sb: -2.9911 -0.2199 -0.1210  -0.199
Si: -2.7435 -0.1463 -2.7381  1.385
C: -4.1632 -1.0952 -3.5802  -1.116
C: -2.7407 1.6697 -3.3147  -1.108
C: -0.9877 -0.8602 -2.9709  -1.116
Si: -2.8064 -2.7164 0.6938  1.354
C: -4.2532 -3.7442 0.0091  -1.107
C: -1.0940 -3.2634 0.0440  -1.101
C: -2.7949 -2.7880 2.6036  -1.108
H: -6.3376 1.0578 2.8368  0.255
H: -4.6010 1.2794 2.9025  0.242
H: -5.2819 -0.3389 2.8007  0.238
H: -7.6262 -0.0510 -0.0490  0.256
H: -6.5116 -1.3930 0.0748  0.240
H: -6.5030 -0.3742 -1.3498  0.244
H: -6.3301 3.0394 0.1376  0.255
H: -5.3444 2.5466 -1.2219  0.244
H: -4.5839 3.1544 0.2379  0.248
H: -5.0972 -0.5519 -3.4740  0.242
H: -4.3086 -2.0888 -3.1698  0.238
H: -3.9742 -1.2022 -4.6430  0.252
H: -3.6284 2.2053 -2.9927  0.238
H: -2.7021 1.7245 -4.3992  0.252
H: -1.8759 2.2014 -2.9293  0.244
H: -0.9658 -1.9439 -2.9110  0.236
H: -0.3347 -0.4619 -2.1807  0.238
H: -0.5590 -0.5722 -3.9260  0.251
H: -4.3797 -3.6157 -1.0603  0.244
H: -5.1844 -3.4654 0.4909  0.244
H: -4.0977 -4.8012 0.1970  0.256
H: -1.1291 -3.5710 -0.9967  0.247
H: -0.6865 -4.0897 0.6198  0.253
H: -0.3996 -2.4261 0.1256  0.214
H: -3.5558 -2.1476 3.0402  0.237
H: -1.8336 -2.4891 3.0124  0.242
H: -2.9909 -3.8012 2.9438  0.254

---

# 2
Entry from the OMol25 dataset: one molecule with the formula C3H5FN4 at a distorted geometry (the ωB97M-V functional and the def2-TZVPD basis).

Calculated values
Electronic energy: -436.01574 Eh
Lowest unoccupied orbital energy (spin up / spin down): -0.023 / -0.023 Ha
HOMO (spin up / spin down): -0.29590 / -0.29587 hartree
Relative energy (zero: lowest compared OMol25 entry of this formula, charge and spin): 474.9 kJ/mol
M: 116.10 g/mol
Gap between HOMO and LUMO (spin up / spin down): 7.432 / 7.430 eV
Total charge: 0

Last column: natural (NBO) charge in e.
Element x y z (Å)
C: 1.4090 1.2967 -0.8133  0.451
C: 0.9517 1.5394 0.3889  0.231
C: -1.1245 -1.9445 0.0203  -0.436
N: 1.0799 0.2142 -1.5867  -0.338
N: 0.2789 -0.6876 -1.2970  0.010
N: -0.2108 -0.8495 -0.1481  -0.353
N: 0.0343 1.7339 1.2938  -0.663
F: 2.3994 2.0136 -1.3690  -0.290
H: -1.3753 -2.4198 -0.9309  0.196
H: -0.6750 -2.6829 0.6885  0.197
H: -2.0305 -1.5600 0.4913  0.188
H: 0.1790 1.3732 2.2256  0.408
H: -0.9161 1.9734 1.0365  0.399

---

# 3
Entry from the OMol25 dataset: one molecule with the formula C5H10O at a distorted geometry (the ωB97M-V functional and the def2-TZVPD basis).

Calculated values
Electronic energy: -271.71991 Eh
Lowest unoccupied orbital energy: 0.038 Ha
HOMO: -0.36155 hartree
Relative energy (zero: lowest compared OMol25 entry of this formula, charge and spin): 85.9 kJ/mol
M: 86.13 g/mol
Gap between HOMO and LUMO: 10.885 eV
Total charge: 0

Last column: natural (NBO) charge in e.
Element x y z (Å)
C: 0.6178 0.7301 1.7103  -0.623
C: -0.6635 0.4201 0.9057  -0.401
C: -0.5485 0.6845 -0.5969  -0.411
C: 0.4349 -0.2809 -1.2311  -0.544
C: -0.0371 -1.6817 -1.3775  0.436
O: 0.7218 -2.5844 -1.6386  -0.521
H: 1.2426 1.4643 1.1934  0.205
H: 1.2761 -0.1373 1.7232  0.204
H: 0.3843 0.9358 2.7415  0.219
H: -0.9679 -0.6048 1.1779  0.202
H: -1.5526 0.9914 1.2742  0.205
H: -1.5812 0.4973 -0.9706  0.203
H: -0.4866 1.7304 -0.9063  0.224
H: 0.9164 0.0600 -2.1616  0.251
H: 1.3515 -0.2825 -0.6113  0.239
H: -1.1080 -1.9424 -1.2321  0.112

---

# 4
Entry from the OMol25 dataset: an isolated ion of composition C3H6NO2S2 and charge -1 at a distorted geometry (the ωB97M-V functional and the def2-TZVPD basis).

Calculated values
Electronic energy: -1119.59942 Eh
Lowest unoccupied orbital energy: 0.102 Ha
HOMO: -0.15041 hartree
Relative energy (zero: lowest compared OMol25 entry of this formula, charge and spin): 12.4 kJ/mol
M: 152.22 g/mol
Gap between HOMO and LUMO: 6.875 eV
Total charge: -1

Last column: natural (NBO) charge in e.
Element x y z (Å)
N: -0.9759 1.3851 0.9553  -0.869
C: -0.7515 0.0584 0.3523  -0.218
C: 0.5287 -0.0945 -0.3922  -0.480
S: 0.4881 1.0470 -1.8803  0.047
S: 2.1551 0.4398 -2.9631  -0.198
C: -0.8037 -1.0871 1.5613  0.786
O: -0.3568 -2.1718 1.1517  -0.781
O: -1.2007 -0.7012 2.6603  -0.761
H: -1.2772 1.2163 1.9122  0.393
H: -0.0849 1.8629 0.9706  0.333
H: -1.5778 -0.1716 -0.3072  0.179
H: 0.6450 -1.0995 -0.7771  0.247
H: 1.4392 0.1086 0.1686  0.206
H: 1.7725 -0.7923 -3.4124  0.115